Arrangement A

Molecular formula: C9H13NO
Method: DFT, the ωB97M-V functional and the def2-TZVPD basis

Summary:
Highest occupied orbital energy (spin up / spin down) in eV: -13.00 / -12.98
2S+1: 2
Orbital gap (spin up / spin down) in eV: 8.630 / 4.323
Net charge: +1
<S²>: 0.767

Bonds (Å) are listed after each position.
Cartesian coordinates (Å):
1 C 1.66 1.77 -1.35  C2 1.481, H5 1.115, H6 1.137, H9 1.049
2 C 1.95 1.91 0.10  C1 1.481, O3 1.228, N4 1.370
3 O 2.90 1.34 0.63  C2 1.228
4 N 1.04 2.58 0.88  C2 1.370, H7 1.012, H8 1.067
5 H 1.68 0.72 -1.73  C1 1.115
6 H 2.27 2.46 -2.03  C1 1.137
7 H 1.16 2.47 1.88  N4 1.012
8 H 0.06 2.88 0.59  N4 1.067
9 H 0.69 2.10 -1.57  C1 1.049
10 C -1.90 -2.77 -1.61  C14 1.435, H21 1.101, H22 1.184, H24 1.141
11 C -0.15 -1.33 1.28  C12 1.356, C13 1.354, H17 1.029
12 C -0.51 -2.15 0.25  C11 1.356, C14 1.410, H18 1.137
13 C -0.59 -0.05 1.36  C11 1.354, C15 1.381, H19 1.094
14 C -1.42 -1.74 -0.74  C10 1.435, C12 1.410, C16 1.311
15 C -1.47 0.38 0.38  C13 1.381, C16 1.403, H20 1.150
16 C -1.88 -0.52 -0.61  C14 1.311, C15 1.403, H23 1.099
17 H 0.71 -1.58 1.78  C11 1.029
18 H 0.05 -3.12 0.07  C12 1.137
19 H -0.36 0.49 2.28  C13 1.094
20 H -1.89 1.45 0.30  C15 1.150
21 H -2.99 -2.86 -1.70  C10 1.101
22 H -1.60 -3.91 -1.46  C10 1.184
23 H -2.76 -0.30 -1.23  C16 1.099
24 H -1.72 -2.60 -2.72  C10 1.141

---

Arrangement B

Molecular formula: C9H13NO
Method: DFT, the ωB97M-V functional and the def2-TZVPD basis

Summary:
Highest occupied orbital energy (spin up / spin down) in eV: -12.81 / -12.78
2S+1: 2
Orbital gap (spin up / spin down) in eV: 7.977 / 4.072
Net charge: +1
<S²>: 0.770

Bonds (Å) are listed after each position.
Cartesian coordinates (Å):
1 C 0.00 -0.24 -2.93  C2 1.545, H5 1.090, H6 1.071, H9 1.086
2 C 1.49 -0.63 -2.83  C1 1.545, O3 1.198, N4 1.386
3 O 2.03 -1.35 -3.62  C2 1.198
4 N 2.02 -0.36 -1.57  C2 1.386, H7 1.011, H8 1.001
5 H -0.19 -0.36 -3.99  C1 1.090
6 H -0.23 0.69 -2.45  C1 1.071
7 H 3.03 -0.34 -1.50  N4 1.011
8 H 1.55 0.27 -0.96  N4 1.001
9 H -0.55 -1.03 -2.43  C1 1.086
10 C 0.85 0.92 3.01  C14 1.514, H21 1.087, H22 1.092, H24 1.082
11 C -1.83 -1.15 1.27  C12 1.381, C13 1.419, H17 1.083
12 C -2.03 -0.46 0.10  C11 1.381, C15 1.412, H18 1.082
13 C -0.89 -0.63 2.19  C11 1.419, C14 1.443, H19 1.075
14 C -0.14 0.57 1.92  C10 1.514, C13 1.443, C16 1.353
15 C -1.23 0.66 -0.25  C12 1.412, C16 1.424, H20 1.081
16 C -0.23 1.08 0.67  C14 1.353, C15 1.424, H23 1.081
17 H -2.57 -1.91 1.51  C11 1.083
18 H -2.81 -0.83 -0.56  C12 1.082
19 H -0.87 -1.07 3.17  C13 1.075
20 H -1.24 1.36 -1.07  C15 1.081
21 H 0.76 0.28 3.89  C10 1.087
22 H 0.73 1.95 3.37  C10 1.092
23 H 0.51 1.83 0.41  C16 1.081
24 H 1.86 0.74 2.66  C10 1.082

---

Which one is the most stable? From the structures above, arrangement B.